Entry 1:
The following is a DFT calculation (ωB97M-V/def2-TZVPD) of C34H57N4OP2Pb as an isolated structure at a distorted geometry.

Properties
energy above the lowest of the compared OMol25 structures with the same formula, charge and spin = 1.192 eV
total charge = +3
Kohn-Sham gap (spin up / spin down) = 0.152 / 0.204 hartree
HOMO level (spin up / spin down) = -0.5761 / -0.5767 hartree
calculated total energy = -2498.582058 Eh

Each line ends with the Mulliken charge.
Positions of all 99 atoms, in Å:
C  -2.6108  1.2421  -1.4983  -0.207
C  -2.5463  -1.0583  -1.0281  0.237
C  -3.7533  1.0995  -2.2829  -0.784
C  -3.8065  -1.2149  -1.6779  -1.219
C  -4.3979  -0.1403  -2.3129  -0.921
H  -4.1220  1.9661  -2.8273  0.578
H  -4.2528  -2.2087  -1.6766  0.592
H  -5.3456  -0.2476  -2.8371  0.482
N  -2.0806  0.2200  -0.8197  0.854
P  -0.9858  2.9080  0.1202  0.018
P  -0.2841  -2.6275  0.1070  0.303
C  -1.8799  2.5906  -1.4561  -0.869
H  -1.1509  2.6087  -2.2851  0.646
H  -2.5972  3.3957  -1.6694  0.362
C  -1.7990  -2.2113  -0.6631  -1.167
H  -2.4416  -3.1104  -0.7088  0.612
C  0.2914  -3.8975  -1.2654  1.872
C  -0.6562  -3.5676  1.7752  2.105
C  0.5592  3.9647  -0.2486  2.388
C  -2.3293  3.7414  1.1489  1.528
C  1.8182  -3.7857  -1.2524  -1.303
H  2.2520  -4.0816  -0.2871  0.304
H  2.2416  -4.4387  -2.0291  0.562
H  2.1273  -2.7541  -1.4653  -0.113
C  -0.1553  -5.3437  -1.0551  -1.825
H  0.2271  -5.7976  -0.1341  0.398
H  -1.2480  -5.4458  -1.0915  0.409
H  0.2446  -5.9362  -1.8939  0.500
C  -0.2718  -3.4369  -2.6141  -1.628
H  0.1864  -4.0269  -3.4218  0.610
H  -1.3588  -3.5675  -2.6760  0.416
H  -0.0490  -2.3776  -2.7890  0.034
C  0.6567  -4.2459  2.2030  -1.511
H  1.4628  -3.5085  2.3335  0.235
H  0.4974  -4.7456  3.1698  0.532
H  1.0021  -5.0058  1.4912  0.277
C  -1.0541  -2.5456  2.8552  -1.750
H  -0.2640  -1.8053  3.0495  0.132
H  -1.9889  -2.0243  2.6072  0.250
H  -1.2252  -3.0919  3.7977  0.677
C  -1.8044  -4.5696  1.6404  -1.650
H  -1.6006  -5.3755  0.9295  0.327
H  -1.9578  -5.0386  2.6249  0.534
H  -2.7411  -4.0740  1.3560  0.346
C  -1.7337  4.1024  2.5232  -1.283
H  -2.4956  4.6615  3.0879  0.571
H  -1.4756  3.2031  3.1040  0.028
H  -0.8424  4.7409  2.4405  0.206
C  -3.4828  2.7369  1.3400  -1.430
H  -3.9148  2.4249  0.3805  0.273
H  -3.1723  1.8460  1.9068  0.117
H  -4.2755  3.2382  1.9164  0.621
C  -2.8880  4.9928  0.4590  -1.572
H  -3.7101  5.3775  1.0811  0.530
H  -2.1456  5.7917  0.3654  0.395
H  -3.3027  4.7769  -0.5325  0.294
C  1.0365  3.6760  -1.6809  -1.968
H  0.3691  4.1199  -2.4333  0.383
H  2.0312  4.1275  -1.8214  0.660
H  1.1269  2.5975  -1.8728  0.040
C  1.6609  3.5448  0.7494  -1.776
H  1.9352  2.4832  0.6500  0.317
H  2.5629  4.1401  0.5416  0.570
H  1.3690  3.7288  1.7937  0.321
C  0.2896  5.4677  -0.1160  -2.002
H  -0.4625  5.8129  -0.8371  0.427
H  -0.0053  5.7617  0.8994  0.384
H  1.2271  5.9977  -0.3465  0.531
Pb  -0.3742  0.3643  1.0094  2.204
C  -1.7711  0.8314  3.5169  -0.024
O  -2.1832  0.6401  4.5642  -0.183
N  0.8226  -0.1643  -0.9939  0.295
C  1.1226  -0.6660  -2.0245  -0.767
C  2.1288  -0.5351  -3.2258  2.220
C  1.7500  -1.4961  -4.3408  -1.842
C  2.0965  0.8874  -3.7790  -1.787
C  3.5575  -0.8340  -2.7558  -1.592
H  1.8555  -2.5384  -4.0212  0.281
H  0.7194  -1.3160  -4.6644  0.446
H  2.4071  -1.3472  -5.2065  0.530
H  2.5385  1.5976  -3.0705  0.400
H  2.6881  0.9397  -4.7048  0.529
H  1.0711  1.1954  -4.0156  0.393
H  4.2542  -0.6783  -3.5946  0.464
H  3.8568  -0.1563  -1.9425  0.299
H  3.6777  -1.8716  -2.4176  0.390
N  3.2174  -0.8900  1.1690  0.186
C  3.0358  -0.3531  2.4064  0.575
C  4.0667  -0.4087  3.3725  -0.970
C  3.8179  0.1055  4.6392  -0.471
C  2.5587  0.6611  4.9022  -0.964
C  1.6032  0.6935  3.8919  -0.235
N  1.8252  0.1959  2.6553  0.457
H  2.5083  -0.7913  0.4445  -0.608
H  4.1220  -1.2666  0.9204  0.260
H  5.0134  -0.8603  3.0779  0.465
H  4.5855  0.0764  5.4113  0.440
H  2.3070  1.0742  5.8767  0.484
H  0.6110  1.1304  4.0587  0.314

---

Entry 2:
The following is a DFT calculation (ωB97M-V/def2-TZVPD) of C34H57O6RhS5Si as an isolated structure at a distorted geometry.

Properties
total charge = +2
Kohn-Sham gap (spin up / spin down) = 0.344 / 0.242 hartree
HOMO level (spin up / spin down) = -0.4954 / -0.5104 hartree
spin multiplicity = 5
<S²> = 6.0170
calculated total energy = -4171.728347 Eh

Each line ends with the Mulliken charge.
Positions of all 104 atoms, in Å:
Rh  -21.2813  2.2837  -0.5867  0.971
C  -24.3821  1.3557  0.6146  -0.563
C  -24.3901  2.8375  1.1920  -1.095
S  -22.7821  3.6992  0.9337  0.325
C  -23.4030  5.1197  -0.0662  -0.845
C  -22.3950  5.4777  -1.1323  -0.893
S  -21.9144  4.0835  -2.2344  0.114
C  -23.4849  3.2876  -2.9745  -0.219
C  -24.4260  2.5277  -2.0024  -1.037
S  -23.6205  1.2072  -1.0287  -0.013
H  -25.4809  1.0234  0.6304  0.544
H  -23.8310  0.7012  1.3054  0.247
H  -24.6285  2.8641  2.2368  0.609
H  -25.1241  3.4138  0.6391  0.539
H  -23.5944  5.8799  0.6261  0.704
H  -24.3270  4.8064  -0.5456  0.315
H  -21.4696  5.8620  -0.6830  0.082
H  -22.8348  6.2460  -1.7467  0.720
H  -23.0617  2.6793  -3.7206  -0.484
H  -24.0163  4.1438  -3.4350  0.809
H  -25.1737  2.0689  -2.6194  0.735
H  -24.9502  3.2617  -1.3906  0.361
O  -21.1343  0.9806  1.3075  -0.419
S  -20.1888  -0.0870  1.8410  0.055
C  -18.5066  0.5197  1.4355  0.901
C  -18.0449  1.7950  2.1017  0.141
C  -16.9839  2.5112  1.2622  -1.578
C  -17.4038  2.9264  -0.1275  0.785
S  -18.6378  4.2569  -0.3380  0.636
O  -19.9559  3.8470  0.3975  -0.581
C  -17.9440  5.5768  0.6031  0.484
C  -17.2808  6.5230  -0.1393  -0.518
C  -16.5051  7.4789  0.5247  -0.730
C  -16.5123  7.5095  1.9268  -0.514
C  -17.3030  6.6186  2.6191  -0.724
C  -18.0042  5.6458  1.9612  -0.524
C  -19.9590  0.1806  3.5876  0.708
C  -20.3405  1.3546  4.2314  -0.215
C  -20.1680  1.4548  5.6084  -0.652
C  -19.5925  0.4290  6.3800  -0.516
C  -19.2836  -0.7574  5.7629  -0.496
C  -19.5343  -0.9261  4.3509  -0.443
H  -18.6520  0.5532  0.3400  -1.532
H  -17.8896  -0.3464  1.6383  0.685
H  -17.5583  1.4552  3.0187  0.631
H  -18.8843  2.4459  2.3643  -0.367
H  -16.1593  1.7932  1.2225  0.590
H  -16.6767  3.3552  1.9053  0.381
H  -17.8656  2.0595  -0.6373  -0.943
H  -16.5956  3.2646  -0.7444  0.786
H  -17.2670  6.4528  -1.2107  0.506
H  -15.8883  8.2471  0.0163  0.384
H  -15.9500  8.2028  2.4991  0.454
H  -17.2727  6.6681  3.7126  0.391
H  -18.6000  4.8984  2.4698  0.318
H  -20.6895  2.1676  3.5981  0.189
H  -20.3137  2.3993  6.1835  0.330
H  -19.5684  0.5186  7.4784  0.378
H  -18.7320  -1.5997  6.2695  0.333
H  -19.3114  -1.9135  3.9494  0.402
C  -22.7887  -2.1536  -4.3738  -1.511
C  -22.7108  -0.6186  -4.7757  1.342
C  -24.1297  0.0023  -4.9032  -1.478
C  -21.8867  -0.4653  -6.1172  -0.989
O  -22.1341  0.0932  -3.6530  0.209
Si  -20.6682  0.7677  -3.5572  -3.006
O  -20.4855  1.3538  -2.0071  2.396
O  -19.4863  -0.2826  -3.8076  0.007
C  -18.8705  -1.3686  -3.1222  1.456
C  -18.4001  -2.4485  -4.0919  -1.827
C  -17.6937  -0.9199  -2.2408  -1.356
C  -19.9064  -2.0465  -2.1828  -1.229
O  -20.5682  2.1215  -4.4216  0.568
C  -19.5006  2.8161  -5.0974  1.603
C  -20.1429  4.0166  -5.7584  -1.677
C  -18.8274  1.9547  -6.2344  -1.445
C  -18.4205  3.2333  -4.1204  -1.192
H  -23.5192  -2.6738  -5.0033  0.490
H  -22.9699  -2.1666  -3.2615  0.227
H  -21.8769  -2.6944  -4.5747  0.299
H  -24.7147  -0.4772  -5.7397  0.458
H  -23.9745  1.0217  -5.1517  0.382
H  -24.7219  -0.0817  -4.0060  0.231
H  -22.4317  -0.9454  -6.9187  0.536
H  -20.8982  -0.9255  -6.0775  0.158
H  -21.7988  0.6263  -6.3091  0.135
H  -17.5520  -2.1534  -4.7376  0.365
H  -19.1804  -2.6590  -4.8615  0.295
H  -18.1010  -3.2984  -3.5270  0.474
H  -16.9347  -0.4241  -2.8672  0.367
H  -17.3753  -1.8265  -1.6577  0.471
H  -18.0637  -0.1731  -1.4854  -0.085
H  -20.7176  -2.5478  -2.7260  0.184
H  -20.3308  -1.3065  -1.4955  -0.013
H  -19.3368  -2.8440  -1.7010  0.705
H  -20.9218  3.6824  -6.4505  0.388
H  -19.4251  4.6271  -6.2472  0.502
H  -20.6999  4.7303  -5.0441  0.074
H  -19.4627  1.7903  -7.1362  0.345
H  -18.5445  0.9915  -5.7697  0.099
H  -17.9311  2.4697  -6.5096  0.548
H  -18.9332  3.6996  -3.2688  -0.053
H  -17.7449  3.9038  -4.6530  0.662
H  -17.8797  2.3898  -3.7126  0.246